86
Properties=species:S:1:pos:R:3 method="wB97M-V/def2-TZVPD" charge=-1 largest_force_ev_per_a=0.549 multiplicity=1 relative_energy_kcal_mol=0.0
O 1.07 -4.51 5.10
P 1.30 -4.10 3.40
C 0.39 -2.39 3.58
C -1.14 -2.43 3.43
C -1.92 -2.59 4.71
F -1.51 -1.64 5.63
F -1.77 -3.79 5.32
C -3.45 -2.34 4.59
F -3.69 -1.01 4.45
F -4.06 -2.75 5.74
C -4.22 -3.04 3.43
F -5.54 -2.72 3.60
F -3.84 -2.56 2.23
C -4.18 -4.59 3.38
F -4.98 -4.98 2.37
F -2.98 -5.07 3.16
F -4.68 -5.12 4.50
H 1.10 -3.72 5.64
H 2.56 -3.41 3.74
H 1.99 -5.37 3.24
H 0.03 -4.76 3.05
H 1.57 -3.82 1.98
H 0.76 -1.78 2.75
H 0.70 -1.88 4.49
H -1.49 -1.48 3.00
H -1.39 -3.20 2.70
O 0.52 1.60 2.34
S -0.55 1.71 1.39
O -0.85 0.62 0.51
O -0.33 3.03 0.53
C 0.96 3.19 -0.09
C 1.13 2.33 -1.33
C -2.02 2.20 2.22
H 1.74 3.00 0.64
H 1.01 4.25 -0.35
H 1.16 1.27 -1.07
H 2.07 2.58 -1.83
H 0.31 2.49 -2.02
H -1.80 3.05 2.86
H -2.35 1.35 2.81
H -2.77 2.46 1.47
O 4.30 2.96 -2.84
S 5.34 3.56 -3.62
O 5.11 4.80 -4.29
O 5.88 2.49 -4.66
C 4.90 1.83 -5.50
C 4.41 2.71 -6.63
C 6.81 3.69 -2.65
H 4.08 1.47 -4.88
H 5.43 0.96 -5.89
H 3.82 3.54 -6.25
H 3.78 2.12 -7.30
H 5.25 3.12 -7.19
H 7.00 2.73 -2.17
H 6.63 4.46 -1.91
H 7.63 3.97 -3.31
O 5.76 8.14 -8.12
S 6.26 9.19 -7.28
O 7.56 9.08 -6.71
O 5.19 9.49 -6.15
C 4.72 8.37 -5.35
C 5.72 7.92 -4.31
C 6.13 10.73 -8.12
H 4.44 7.55 -6.01
H 3.81 8.74 -4.88
H 6.60 7.48 -4.78
H 5.27 7.17 -3.67
H 6.05 8.76 -3.70
H 5.12 10.82 -8.53
H 6.87 10.72 -8.92
H 6.34 11.53 -7.42
O -8.23 -10.19 2.31
S -9.02 -9.53 3.30
O -10.06 -8.63 2.90
O -8.05 -8.81 4.33
C -7.03 -7.92 3.81
C -7.58 -6.58 3.38
C -9.68 -10.72 4.42
H -6.50 -8.42 3.00
H -6.33 -7.80 4.63
H -8.23 -6.68 2.50
H -6.75 -5.92 3.13
H -8.17 -6.13 4.18
H -8.89 -11.38 4.74
H -10.45 -11.27 3.87
H -10.13 -10.19 5.26

=====

64
Properties=species:S:1:pos:R:3 method="wB97M-V/def2-TZVPD" charge=0 largest_force_ev_per_a=2.636 e_tot_ha=-1873.26065 multiplicity=1
V 0.44 -0.52 0.48
N -0.73 -1.75 1.24
N 1.35 -0.07 2.07
N -1.06 0.14 -0.97
N 0.32 1.49 0.04
H -0.22 -1.34 3.23
C -0.89 -1.98 2.66
H -0.67 -3.04 2.90
H -1.92 -1.76 2.97
H -2.64 -2.46 0.67
C -1.57 -2.63 0.45
H -1.34 -3.69 0.68
H -1.41 -2.47 -0.62
C 0.78 0.94 2.96
H 1.43 1.83 3.02
H -0.21 1.26 2.61
H 0.67 0.54 3.98
H 3.37 -0.08 2.73
C 2.49 -0.76 2.66
H 2.25 -1.10 3.68
H 2.78 -1.62 2.06
C -2.16 -0.22 -1.87
H -2.95 -0.64 -1.23
C -1.74 -1.28 -2.87
H -1.36 -2.20 -2.42
H -2.61 -1.54 -3.48
H -0.96 -0.89 -3.53
C -2.78 0.93 -2.64
H -3.65 0.55 -3.17
H -3.13 1.73 -1.99
H -2.08 1.34 -3.37
H 1.31 4.73 -0.35
C 0.69 3.87 -0.62
H 0.89 3.61 -1.66
H -0.35 4.17 -0.51
C 1.05 2.73 0.32
H 0.77 3.06 1.33
C 2.53 2.45 0.30
H 2.83 1.68 1.02
H 2.84 2.11 -0.70
H 3.07 3.38 0.53
H -1.10 2.24 -1.37
C -0.76 1.41 -0.73
C -3.02 1.02 2.38
H -3.65 0.36 1.77
H -2.92 0.78 3.44
C -2.39 2.10 1.81
H -1.83 2.81 2.42
C -2.48 2.37 0.42
H -3.30 1.89 -0.14
H -2.15 3.34 0.05
C 1.96 -1.14 -2.66
C 1.72 -2.25 -1.64
C 2.60 -3.47 -1.94
C 1.92 -1.74 -0.23
H 2.94 -0.68 -2.50
H 1.20 -0.35 -2.61
H 1.95 -1.53 -3.69
H 0.67 -2.59 -1.73
H 3.67 -3.22 -1.84
H 2.37 -4.29 -1.25
H 2.44 -3.83 -2.96
H 1.85 -2.55 0.51
H 2.86 -1.19 -0.11

=====

65
Properties=species:S:1:pos:R:3 method="wB97M-V/def2-TZVPD" charge=+3 largest_force_ev_per_a=2.589 s2=8.7842 multiplicity=6 relative_energy_kcal_mol=9.4
Sm 0.60 -0.69 -0.83
P -0.73 -2.74 0.63
P 1.14 0.41 2.03
P -0.38 -1.47 -3.43
H 4.86 2.12 1.41
C 4.72 1.90 0.35
C 3.94 2.61 -0.46
H 3.32 3.45 -0.12
C 0.51 -4.07 0.84
C -1.55 -2.65 2.27
C -2.01 -3.53 -0.42
C 2.04 1.90 2.60
C -0.45 0.73 2.90
C 1.94 -0.83 3.11
C 0.14 -0.46 -4.86
C -2.21 -1.43 -3.59
C 0.08 -3.16 -3.98
H 5.35 1.11 -0.07
H 3.83 2.35 -1.52
H 0.07 -4.99 1.26
H 1.32 -3.71 1.50
H 0.96 -4.30 -0.13
H -2.02 -3.60 2.57
H -2.33 -1.88 2.23
H -0.83 -2.36 3.04
H -2.48 -4.39 0.08
H -1.56 -3.84 -1.37
H -2.78 -2.78 -0.65
H 2.55 1.68 3.55
H 1.34 2.73 2.77
H 2.80 2.19 1.86
H -0.24 0.76 3.99
H -1.20 -0.06 2.72
H -0.86 1.71 2.62
H 2.14 -0.38 4.10
H 2.91 -1.11 2.67
H 1.33 -1.73 3.24
H 0.18 -1.10 -5.76
H 1.12 -0.03 -4.68
H -0.60 0.33 -5.03
H -2.54 -2.02 -4.45
H -2.51 -0.39 -3.73
H -2.67 -1.83 -2.67
H 0.15 -3.17 -5.07
H -0.68 -3.89 -3.64
H 1.07 -3.41 -3.59
C 4.08 -1.34 -3.11
C 4.61 -2.57 -3.54
C 5.76 -2.59 -4.34
C 6.36 -1.40 -4.77
C 5.74 -0.18 -4.44
C 4.60 -0.15 -3.65
S 2.84 -1.23 -1.88
H 2.01 -0.11 -2.33
H 4.13 -3.49 -3.24
H 6.21 -3.54 -4.63
H 7.30 -1.40 -5.33
H 6.18 0.76 -4.78
H 4.08 0.79 -3.44
C -1.03 2.49 -0.79
O -0.79 1.12 -0.33
H -0.32 2.69 -1.59
H -0.87 3.20 0.03
H -2.05 2.52 -1.17
H -0.85 1.06 0.67

=====

96
Properties=species:S:1:pos:R:3 method="wB97M-V/def2-TZVPD" charge=+2 largest_force_ev_per_a=7.882 e_tot_ha=-8446.31433 multiplicity=1
C -0.10 5.26 3.55
O 0.78 4.10 3.65
C 0.09 2.86 3.40
N 0.94 2.07 2.43
C 0.44 2.03 1.02
B 0.05 3.49 0.38
O 1.06 4.53 0.34
N -1.29 3.85 -0.22
C -1.63 2.93 -1.36
C -2.41 3.68 0.77
C 1.65 1.38 0.14
C 1.43 1.53 -1.45
C 2.48 0.50 -2.18
C 3.99 1.05 -1.99
Br 5.30 -0.34 -1.40
O 1.90 0.03 0.60
C 2.40 0.04 1.99
N 2.77 -1.36 2.38
C 2.82 -2.05 1.25
O 2.59 -2.83 0.30
C 1.26 0.68 2.98
P -0.24 -0.48 3.04
O -0.23 -1.58 1.94
O -0.21 -1.33 4.54
O -1.75 0.30 2.95
H 0.55 6.13 3.13
H -0.97 5.14 2.81
H -0.43 5.59 4.60
H -1.01 2.95 3.12
H 0.12 2.27 4.41
H 1.87 2.55 2.40
H -0.47 1.34 0.84
H 0.64 5.32 -0.12
H -0.90 3.05 -2.25
H -2.68 3.13 -1.81
H -1.67 1.81 -1.02
H -2.58 4.61 1.44
H -2.26 2.70 1.37
H -3.41 3.54 0.20
H 2.59 2.01 0.42
H 1.73 2.58 -1.85
H 0.39 1.19 -1.81
H 2.33 -0.60 -1.86
H 2.25 0.53 -3.32
H 4.37 1.45 -3.02
H 4.04 1.97 -1.28
H 3.32 0.72 2.00
H 1.79 0.82 4.00
H -0.73 -2.18 4.44
H -2.31 -0.07 3.68
O 2.21 -4.34 -3.82
C 1.08 -4.25 -3.37
N 0.86 -3.67 -2.14
C -0.14 -4.73 -4.08
H -0.06 -3.57 -1.73
H 1.66 -3.34 -1.63
H -0.05 -5.80 -4.26
H -0.22 -4.21 -5.04
H -1.04 -4.54 -3.50
O -5.96 1.05 -2.69
P -5.38 1.27 -1.29
O -5.45 2.77 -0.95
O -3.92 0.81 -1.27
O -6.19 0.47 -0.27
N -9.06 0.11 -0.81
H -8.95 -0.75 -0.26
H -8.16 0.39 -1.20
H -9.72 -0.07 -1.57
H -9.43 0.85 -0.21
Ca 7.28 -1.79 -0.97
O -0.55 6.90 -0.21
H -0.95 7.76 -0.09
F -4.99 -3.74 -1.92
Al -3.76 -4.98 -1.62
F -2.33 -4.23 -0.86
F -3.28 -5.74 -3.15
F -4.42 -6.22 -0.53
Al 0.39 -0.98 -2.45
C 11.49 -3.00 -3.73
C 10.33 -2.52 -2.90
N 9.41 -2.13 -2.25
H 11.50 -4.10 -3.74
H 11.40 -2.63 -4.75
H 12.43 -2.65 -3.30
C 1.39 -0.12 7.65
N 2.50 0.70 7.10
O 3.46 0.89 7.83
O 2.37 1.12 5.96
H 1.64 -0.43 8.66
H 0.49 0.49 7.64
H 1.27 -0.99 7.00
C -6.00 -5.89 -5.73
Cl -4.61 -6.06 -6.82
Cl -5.54 -5.00 -4.28
Cl -7.34 -5.08 -6.56
H -6.32 -6.88 -5.44

=====

74
Properties=species:S:1:pos:R:3 method="wB97M-V/def2-TZVPD" charge=0 largest_force_ev_per_a=6.379 multiplicity=1 relative_energy_kcal_mol=0.0
H -3.66 1.63 2.40
N -4.49 1.92 1.89
C -5.14 0.90 1.48
C -4.68 -0.51 1.78
C -6.42 1.16 0.70
P -6.64 0.44 -0.98
I -4.41 0.58 -1.94
C -6.88 -1.39 -0.79
Br -8.52 -1.67 0.20
C -6.91 -2.13 -2.13
C -7.56 -1.37 -3.29
H -4.54 -0.61 2.85
H -5.42 -1.26 1.50
H -3.73 -0.70 1.28
H -7.28 0.91 1.33
H -6.45 2.24 0.54
H -6.08 -1.84 -0.20
H -5.87 -2.32 -2.40
H -7.45 -3.07 -2.01
H -6.96 -0.53 -3.64
H -8.56 -1.02 -3.02
H -7.68 -2.04 -4.14
C 0.39 -2.68 5.42
C -0.38 -1.38 5.45
O 0.14 -0.39 4.56
P 0.03 -0.61 2.94
O -1.43 -0.46 2.70
O 0.56 0.80 2.32
C -0.28 1.67 1.56
C -0.93 2.71 2.45
O 1.49 -1.28 2.83
C 2.69 -0.46 2.60
C 3.00 0.43 3.78
H 0.29 -3.18 4.45
H 0.02 -3.36 6.19
H 1.46 -2.50 5.58
H -1.44 -1.55 5.22
H -0.33 -0.94 6.45
H -1.02 1.10 1.01
H 0.37 2.15 0.83
H -1.42 2.24 3.31
H -1.68 3.27 1.89
H -0.19 3.40 2.84
H 2.62 0.09 1.67
H 3.52 -1.16 2.47
H 2.19 1.13 3.98
H 3.91 1.00 3.56
H 3.15 -0.16 4.68
C 6.93 2.49 -3.52
C 5.82 2.54 -2.49
O 4.77 1.59 -2.74
P 5.06 0.03 -2.56
O 5.50 -0.33 -1.21
O 3.57 -0.51 -2.79
C 2.85 -1.20 -1.76
C 2.02 -0.23 -0.94
O 5.74 -0.43 -3.89
C 5.08 -0.94 -5.06
C 4.28 0.10 -5.79
H 7.48 1.55 -3.46
H 7.63 3.30 -3.35
H 6.53 2.57 -4.53
H 6.21 2.39 -1.49
H 5.33 3.52 -2.52
H 3.54 -1.76 -1.13
H 2.21 -1.92 -2.26
H 2.62 0.62 -0.60
H 1.61 -0.73 -0.07
H 1.21 0.19 -1.55
H 4.48 -1.82 -4.80
H 5.89 -1.30 -5.70
H 3.49 0.52 -5.16
H 3.82 -0.34 -6.67
H 4.91 0.93 -6.10

=====

75
Properties=species:S:1:pos:R:3 method="wB97M-V/def2-TZVPD" charge=0 largest_force_ev_per_a=3.630 e_tot_ha=-5132.15177 multiplicity=1
C 0.74 -0.29 1.23
C 0.45 -0.16 -0.30
C 1.10 -1.32 -1.18
Br 2.11 -0.42 -2.64
O 2.00 -2.07 -0.38
P 2.15 -3.63 -0.84
O 1.48 -4.01 -2.11
O 1.48 -4.56 0.41
O 0.88 -3.68 1.34
C -0.46 -4.09 1.61
C -1.51 -3.56 0.57
C -1.56 -4.42 -0.74
C -2.92 -3.31 1.21
C -3.65 -2.23 0.31
C -3.79 -4.61 1.35
O 3.77 -3.93 -0.98
P 4.58 -4.35 0.45
S 6.00 -3.07 0.78
H 0.13 -1.09 1.69
H 0.39 0.66 1.70
H 1.82 -0.37 1.47
H 0.73 0.85 -0.67
H -0.66 -0.25 -0.41
H 0.26 -1.90 -1.59
H -0.75 -3.69 2.61
H -0.54 -5.20 1.69
H -1.14 -2.55 0.27
H -2.62 -4.55 -1.05
H -1.08 -5.42 -0.64
H -1.09 -3.85 -1.57
H -2.75 -2.80 2.19
H -4.73 -2.46 0.25
H -3.49 -1.21 0.72
H -3.21 -2.21 -0.71
H -4.10 -4.69 2.41
H -4.69 -4.52 0.72
H -3.26 -5.53 1.04
H 3.69 -4.53 1.54
H 5.19 -5.60 0.16
C 6.09 -3.04 -3.29
C 7.50 -3.04 -2.78
O 7.83 -3.65 -1.77
N 8.42 -2.31 -3.47
C 8.23 -1.52 -4.67
H 5.47 -3.66 -2.65
H 5.68 -2.03 -3.30
H 6.05 -3.46 -4.30
H 9.35 -2.35 -3.07
H 8.88 -1.91 -5.45
H 8.51 -0.49 -4.46
H 7.20 -1.55 -5.01
C 0.65 4.73 3.04
C -0.22 3.60 2.55
O 0.24 2.49 2.29
N -1.55 3.84 2.41
C -2.28 5.07 2.67
H 1.68 4.38 3.11
H 0.61 5.57 2.35
H 0.33 5.05 4.04
H -2.06 3.04 2.08
H -3.04 4.87 3.42
H -2.77 5.38 1.74
H -1.62 5.86 3.02
C -4.60 8.19 0.51
C -5.22 6.82 0.58
O -4.70 5.90 1.20
N -6.39 6.62 -0.08
C -7.15 7.57 -0.87
H -3.67 8.20 1.08
H -4.37 8.46 -0.52
H -5.27 8.94 0.94
H -6.74 5.68 0.01
H -8.15 7.66 -0.43
H -7.25 7.19 -1.89
H -6.68 8.55 -0.89